DFT (ωB97M-V with the def2-TZVPD basis set) results for CH7N2O2 as an isolated structure in a non-equilibrium geometry.

The geometry in XYZ format:
```
12
Properties=species:S:1:pos:R:3:nbo_charge:R:1
O 0.940 -0.005 0.250 -0.3333
O -1.094 -0.387 0.766 -0.5710
N 1.081 -1.164 1.069 -0.4659
N -0.575 1.654 -0.217 -0.7724
C -0.355 0.400 0.179 0.9237
H 1.684 -0.918 1.684 0.3846
H -0.655 -0.326 -1.920 -0.0688
H 0.030 1.730 -1.038 0.4415
H -0.635 0.054 -2.653 0.0753
H 1.368 -2.084 0.706 0.4207
H -1.439 2.197 -0.024 0.4752
H -0.350 -1.151 1.198 0.4905
```

As for the charge: +1. The highest occupied orbital energy is -16.61 eV. The calculation puts the molar mass at 79.08 g mol⁻¹. Its frontier orbital gap is 12.720 eV. For the LUMO energy, the calculation gives -3.890 eV.

***

DFT (ωB97M-V with the def2-TZVPD basis set) results for a single C3H4FNS molecule in a non-equilibrium geometry.

The geometry in XYZ format:
```
10
Properties=species:S:1:pos:R:3:nbo_charge:R:1
S 2.001 -0.218 -0.741 -0.1208
F -2.590 1.502 -0.041 -0.3202
N 0.457 -1.556 0.896 -0.7812
C 0.595 -0.449 0.093 0.0841
C -0.468 0.636 0.334 -0.3718
C -1.813 0.469 0.163 0.2549
H 1.013 -2.421 0.711 0.4066
H 0.137 1.555 0.558 0.2666
H -0.458 -1.821 1.352 0.3916
H -2.488 -0.397 -0.208 0.1902
```

Its structure (SMILES) is NC(=S)/C=C/F. The highest occupied orbital energy is -8.61 eV. The calculation puts the molar mass at 105.14 g mol⁻¹. Its frontier orbital gap is 8.822 eV. For the LUMO energy, the calculation gives 0.209 eV.

***

DFT (ωB97M-V with the def2-TZVPD basis set) results for a 2-piece molecular cluster, C6H7N3S2 overall in a non-equilibrium geometry.

The geometry in XYZ format:
```
18
Properties=species:S:1:pos:R:3:nbo_charge:R:1
S 1.942 -0.169 -1.439 0.0791
S -2.037 2.230 0.130 -0.0581
N 5.176 2.153 -0.934 -0.2445
N -3.688 0.449 -0.954 -0.4560
N -4.580 -0.665 -0.939 -0.2282
C -3.434 1.379 0.065 -0.1106
C -5.178 -1.036 0.177 -0.1436
C 4.771 1.094 -0.554 0.2601
C 4.207 0.048 0.177 -0.2679
C 3.002 -0.587 -0.236 -0.2335
C 4.853 -0.633 1.135 -0.2231
H -4.327 1.300 0.778 0.1906
H 6.036 -0.531 1.442 0.2482
H -5.214 -0.234 1.066 0.1648
H -2.805 0.217 -1.666 0.4197
H 2.806 -1.395 0.317 0.1731
H 4.290 -1.620 1.309 0.2078
H -5.821 -1.999 0.123 0.2220
```

Its structure (SMILES) is C=C(C#N)C=S.C=NNC=S. The highest occupied orbital energy is -8.82 eV. The calculation puts the molar mass at 185.28 g mol⁻¹. Its frontier orbital gap is 7.363 eV. For the LUMO energy, the calculation gives -1.457 eV.

***

DFT (ωB97M-V with the def2-TZVPD basis set) results for C3H4FeO4 as an isolated structure in a non-equilibrium geometry.

The geometry in XYZ format:
```
12
Properties=species:S:1:pos:R:3:nbo_charge:R:1
Fe 2.115 0.049 -0.520 1.7717
O -0.755 -1.078 -0.983 -0.3302
O -1.753 0.059 -2.642 -0.3941
O 3.280 0.260 0.806 -0.6791
O -1.866 0.757 -0.517 -0.4025
C -0.996 0.583 0.602 -0.1715
C -0.154 -0.583 0.177 -0.1215
C -1.628 -0.133 -1.472 0.9309
H -0.445 1.516 0.779 0.2587
H 3.551 -0.395 1.450 0.5424
H 0.247 -1.367 0.830 0.2903
H -1.597 0.333 1.490 0.3050
```

The spin multiplicity is 7. As for the charge: +2. The expectation value of S² is 12.02. The highest occupied orbital energy (alpha / beta) is -19.48 / -19.61 eV. The calculation puts the molar mass at 159.91 g mol⁻¹. Its frontier orbital gap (alpha / beta) is 7.882 / 5.074 eV. For the LUMO energy (alpha / beta), the calculation gives -11.594 / -14.540 eV.

***

DFT (ωB97M-V with the def2-TZVPD basis set) results for C13H21EuF5O2P2 as an isolated structure in a non-equilibrium geometry.

The geometry in XYZ format:
```
44
Properties=species:S:1:pos:R:3:mulliken_charge:R:1
Eu -0.003 -0.024 -0.191 0.3589
P -1.032 -2.745 -0.121 0.5686
P 0.888 2.749 -0.229 0.6712
F -1.007 -0.783 3.496 -0.3634
F -3.367 2.718 1.268 -0.3547
F -4.153 3.733 3.698 -0.2972
F -3.158 2.615 6.011 -0.3165
F -1.666 0.343 5.921 -0.3038
O -1.599 0.620 1.209 -0.5763
O 2.224 -0.367 2.973 -0.1837
C 1.584 3.694 1.170 -1.2558
C -2.069 1.032 2.344 0.0297
C -2.065 0.921 4.768 0.1283
C 1.795 -0.178 1.926 0.2503
C -1.192 -3.825 1.347 -1.1833
C -2.817 -2.565 -0.535 -1.1481
C -2.933 2.151 2.423 0.2460
C -0.544 -3.998 -1.365 -1.2058
C -0.605 3.776 -0.520 -1.0389
C -1.715 0.383 3.553 0.3506
C -3.323 2.670 3.641 0.2147
C -2.850 2.078 4.819 0.5606
C 1.948 3.390 -1.583 -1.2517
H -1.210 -4.870 -1.322 0.3544
H 1.980 4.489 -1.558 0.3588
H -0.194 -4.169 1.649 0.3574
H -0.580 -3.549 -2.366 0.3495
H 1.932 -1.053 -1.247 0.0482
H -1.095 3.470 -1.453 0.3300
H 2.577 3.295 1.412 0.3679
H -3.304 -1.928 0.218 0.2910
H 2.177 -0.322 -1.231 0.0168
H -2.918 -2.084 -1.517 0.3588
H 2.959 2.981 -1.455 0.3766
H 1.667 4.756 0.900 0.3852
H -1.316 3.637 0.306 0.1747
H 1.545 3.049 -2.548 0.3407
H -3.294 -3.556 -0.548 0.3920
H -0.310 4.833 -0.580 0.3811
H -1.825 -4.694 1.111 0.3799
H -1.634 -3.262 2.180 0.3020
H 0.488 -4.311 -1.162 0.3612
H 0.935 3.590 2.050 0.3401
H -1.098 0.486 -1.678 -0.1661
```

The spin multiplicity is 8. The expectation value of S² is 15.76. The highest occupied orbital energy (alpha / beta) is -6.82 / -7.35 eV. The calculation puts the molar mass at 518.21 g mol⁻¹. Its frontier orbital gap (alpha / beta) is 6.725 / 7.199 eV. For the LUMO energy (alpha / beta), the calculation gives -0.091 / -0.149 eV.

***

DFT (ωB97M-V with the def2-TZVPD basis set) results for a 2-piece molecular cluster, C6H13O2 overall in a non-equilibrium geometry.

The geometry in XYZ format:
```
21
Properties=species:S:1:pos:R:3:nbo_charge:R:1
O 2.365 -1.499 -1.131 -0.8090
O 0.187 -2.019 -1.288 -0.7850
C 0.354 0.493 2.269 -0.6142
C 0.465 1.081 -1.722 -0.6011
C 1.071 -0.086 -2.495 -0.5138
C 1.180 -1.323 -1.560 0.7540
C -0.557 -0.480 1.543 -0.4477
C -2.044 -0.209 1.459 -0.6078
H 0.417 -0.371 -3.337 0.1811
H -0.621 1.080 -1.785 0.2001
H -0.190 -0.670 0.531 0.2684
H 2.025 0.056 -2.996 0.1991
H -2.470 -0.280 0.456 0.2154
H 0.835 1.146 -0.703 0.2059
H 0.746 2.016 -2.237 0.1792
H -2.642 -0.907 2.055 0.1910
H 0.204 0.533 3.346 0.1887
H -0.381 -1.467 1.983 0.1973
H -2.383 0.791 1.770 0.1850
H 0.073 1.534 1.971 0.1815
H 1.364 0.579 1.870 0.2317
```

As for the charge: -1. The highest occupied orbital energy is -3.79 eV. The calculation puts the molar mass at 117.17 g mol⁻¹. Its frontier orbital gap is 7.566 eV. For the LUMO energy, the calculation gives 3.773 eV.

***

DFT (ωB97M-V with the def2-TZVPD basis set) results for C20H15Br2MgN5 as an isolated structure.

The geometry in XYZ format:
```
43
Properties=species:S:1:pos:R:3:nbo_charge:R:1
Br 5.350 -2.477 1.753 0.2058
Br -0.554 -0.453 6.476 0.2095
Mg -0.230 0.633 0.066 1.7683
N -1.570 -0.710 -0.557 -0.6935
N 1.574 -0.195 0.341 -0.6392
N -0.159 0.941 2.069 -0.6496
N -0.186 1.625 -1.640 -0.7037
N -1.313 -0.084 -2.835 -0.5671
C -1.064 1.496 2.887 0.0793
C -0.267 1.698 -4.024 -0.2617
C -1.201 1.137 4.211 -0.2551
C -0.580 1.089 -2.802 0.4127
C 3.831 -1.549 1.179 -0.0196
C 0.568 -0.449 3.869 -0.2418
C 0.676 0.000 2.564 0.1798
C -2.687 -1.943 -2.271 -0.2587
C 3.669 -1.220 -0.163 -0.2549
C 0.504 2.792 -1.661 0.0510
C 0.831 3.449 -2.815 -0.2510
C -1.848 -0.901 -1.854 0.4138
C -0.383 0.128 4.705 -0.0180
C 1.736 -0.495 1.643 0.1701
C 0.438 2.878 -4.028 -0.0889
C 2.525 -0.544 -0.530 0.0931
C -2.150 -1.528 0.353 0.0537
C 2.856 -1.171 2.096 -0.2351
C -2.992 -2.554 0.020 -0.2512
C -3.259 -2.768 -1.334 -0.0890
H -1.597 -0.346 -3.765 0.4244
H 1.200 -1.241 4.242 0.2554
H 1.378 4.380 -2.782 0.2593
H 0.790 3.185 -0.692 0.2117
H -1.696 2.267 2.462 0.2263
H -1.905 -1.328 1.390 0.2051
H -3.433 -3.173 0.786 0.2566
H -0.585 1.242 -4.953 0.2430
H 0.684 3.361 -4.964 0.2556
H -1.935 1.615 4.843 0.2697
H 2.999 -1.389 3.143 0.2534
H 2.357 -0.261 -1.562 0.2172
H -2.883 -2.083 -3.327 0.2415
H -3.912 -3.574 -1.643 0.2552
H 4.420 -1.482 -0.894 0.2666
```

As for the charge: +2. The highest occupied orbital energy is -14.60 eV. The calculation puts the molar mass at 509.49 g mol⁻¹. Its frontier orbital gap is 8.028 eV. For the LUMO energy, the calculation gives -6.568 eV.

***

DFT (ωB97M-V with the def2-TZVPD basis set) results for a 2-piece molecular cluster, C6H9N overall.

The geometry in XYZ format:
```
16
Properties=species:S:1:pos:R:3:nbo_charge:R:1
N 1.611 1.003 0.247 -0.4319
C 2.286 -0.091 0.115 0.0801
C 0.178 -0.889 0.207 0.0075
C -0.750 1.437 0.535 -0.2907
C 1.454 -1.303 0.090 -0.2908
C 0.256 0.584 0.328 0.0608
C -1.085 -1.684 0.273 -0.6449
H -1.799 -1.376 -0.499 0.2249
H 3.371 -0.078 0.040 0.1935
H -0.560 2.499 0.656 0.2198
H -0.993 2.542 -1.810 0.0032
H 1.816 -2.324 0.018 0.2198
H -1.781 1.097 0.587 0.2022
H -0.885 -2.751 0.145 0.2246
H -1.578 -1.549 1.243 0.2256
H -1.540 2.884 -2.176 -0.0038
```

Its structure (SMILES) is C=C1N=CC=C1C.[H][H]. The highest occupied orbital energy is -9.30 eV. The calculation puts the molar mass at 95.14 g mol⁻¹. Its frontier orbital gap is 9.131 eV. For the LUMO energy, the calculation gives -0.171 eV.